Record 1
This record from the Open Molecules 2025 dataset describes a 2-piece molecular cluster, C39H38BF3N2O4S overall at a distorted geometry. The level of theory is ωB97M-V with the def2-TZVPD basis set.

## Properties
Multiplicity: 1
Structure (SMILES): c1ccc2c(c1)OB(C(c1ccc(N3CCOCC3)cc1)c1ccc(N3CCOCC3)cc1)O2.Cc1ccc(-c2ccc(C(F)(F)F)cc2)s1
Orbital gap: 7.0 eV
LUMO level: 0.003 hartree
Charge: 0
Energy: -2642.0011 a.u.
Energy above the lowest of the compared OMol25 structures with the same formula, charge and spin: 3.7 kcal per mole

Structure (XYZ):
```
88
Properties=species:S:1:pos:R:3:forces:R:3
C 5.80135 4.36983 -0.82066 0.414 -0.053 -0.423
C 4.48348 3.62135 -0.54118 -0.150 -0.010 0.290
N 4.24683 2.43046 -1.35900 0.500 0.123 -0.311
C 3.23071 1.55602 -1.01565 -0.452 -0.275 -0.047
C 3.12120 0.27984 -1.62805 0.233 0.010 0.318
C 2.10217 -0.59842 -1.27887 -0.274 0.313 0.183
C 1.04516 -0.21631 -0.42669 0.991 0.198 -0.082
C -0.36239 -0.75526 -0.61388 -1.402 -1.006 -2.224
C -1.41435 0.35504 -0.49060 0.508 0.669 0.048
C -1.47853 1.23342 -1.57929 -0.342 -0.602 -0.097
C -2.60493 1.98247 -1.83343 0.021 0.269 0.112
C -3.65830 1.99962 -0.89243 0.368 -0.331 -0.060
N -4.85308 2.58035 -1.26104 -0.543 0.029 -0.336
C -5.87917 2.76572 -0.25089 -0.070 0.546 0.272
C -7.13519 3.47135 -0.76600 -0.155 0.281 -0.554
O -6.86567 4.45780 -1.76220 0.274 -0.678 -0.226
C -6.24924 3.86597 -2.90781 -0.230 -0.022 0.433
C -4.90079 3.23393 -2.57321 0.023 0.530 0.239
C -3.43067 1.38470 0.37209 -0.386 0.453 -0.405
C -2.30672 0.58949 0.56908 0.228 -0.295 -0.605
C 1.23091 0.99505 0.25229 -0.409 -0.489 -0.277
C 2.25838 1.87318 -0.04424 0.710 0.023 -0.048
C 5.17244 2.01383 -2.41481 0.206 0.002 0.223
C 6.22349 3.07339 -2.72962 0.132 0.116 0.571
O 6.77091 3.60182 -1.52034 -0.506 -0.012 -0.313
H 5.59507 5.29519 -1.39362 0.097 -0.271 0.172
H 6.29720 4.63140 0.12347 -0.332 0.071 -0.249
H 4.49544 3.36127 0.53387 -0.237 -0.115 -0.527
H 3.66548 4.34196 -0.70995 0.093 -0.187 0.212
H 3.85979 -0.03167 -2.36874 -0.247 -0.030 0.382
H 2.11738 -1.61467 -1.66609 -0.184 0.200 -0.397
H -0.28666 -0.91451 -1.75020 -0.080 1.061 0.334
H -0.65538 1.26238 -2.29520 -0.217 -0.231 0.063
H -2.66014 2.50917 -2.78936 0.010 -0.106 0.580
H -6.20446 1.79476 0.15991 0.249 0.219 -0.046
H -5.48664 3.37686 0.58296 0.076 -0.272 -0.165
H -7.84697 2.72112 -1.16219 0.138 0.320 0.030
H -7.60947 4.05257 0.03398 0.045 -0.495 -0.030
H -6.89785 3.09372 -3.36939 -0.067 0.419 0.265
H -6.09350 4.69971 -3.60677 -0.099 -0.446 0.049
H -4.14931 4.04822 -2.61611 -0.102 -0.410 0.054
H -4.67777 2.50690 -3.37581 0.066 0.242 0.360
H -4.17421 1.47306 1.17213 0.399 0.022 -0.349
H -2.14314 0.13537 1.54428 -0.179 -0.249 -0.262
H 0.49967 1.25481 1.00840 -0.058 0.293 -0.163
H 2.32290 2.81727 0.48838 -0.057 -0.177 -0.015
H 5.71477 1.08919 -2.12710 -0.344 0.301 -0.031
H 4.60290 1.81807 -3.33685 0.131 -0.114 0.177
H 7.08562 2.61015 -3.22786 -0.445 0.148 -0.148
H 5.78743 3.87367 -3.36164 0.280 -0.132 0.277
C -1.19275 -4.64510 5.74435 -0.102 0.069 0.320
C -0.26266 -4.12526 4.71903 0.303 -0.200 -1.771
C 0.25357 -4.86394 3.66821 0.152 0.268 1.136
C 1.22451 -4.16780 2.90725 -0.482 1.074 0.208
C 1.30098 -2.81358 3.25653 -1.354 -2.231 0.031
B -1.26315 -2.08881 -0.87917 1.240 -0.082 3.169
C 2.09109 -1.83214 2.59489 0.997 0.824 -0.579
C 2.12215 -0.50914 3.07036 0.404 -0.258 -0.317
C 3.17695 0.32273 2.71600 0.025 -0.542 -0.009
C 4.16348 -0.19302 1.87714 0.411 0.398 0.223
C 5.48264 0.51821 1.77660 0.591 0.762 -0.774
F 6.43244 0.01097 2.62563 -0.826 0.361 -0.784
F 5.99765 0.42874 0.49843 -0.217 0.083 1.247
F 5.40432 1.86476 2.06436 0.046 -1.241 -0.155
C 4.00708 -1.40127 1.19337 -0.295 0.266 0.217
C 2.93449 -2.21859 1.51825 0.132 0.322 0.442
O -0.97261 -3.26190 -1.58960 0.434 0.223 0.618
C -1.98202 -4.14456 -1.25660 -1.735 1.064 0.358
C -2.88605 -3.50549 -0.38514 0.668 -0.385 -1.927
C -4.16918 -3.99971 -0.23308 -0.965 -0.104 0.062
C -4.65428 -4.83912 -1.24467 0.136 -0.357 0.808
C -3.75874 -5.50260 -2.08177 0.854 -0.234 0.141
C -2.37786 -5.27550 -1.95403 0.032 -0.124 -0.564
O -2.46979 -2.22035 -0.16183 0.579 -0.402 0.250
S 0.24859 -2.47565 4.62254 0.525 -0.707 -0.520
H -0.88457 -5.66610 5.99321 -0.150 0.204 0.155
H -1.10763 -4.00502 6.62660 -0.348 -0.311 0.104
H -2.22992 -4.68239 5.38626 0.181 0.148 0.186
H -0.03105 -5.90584 3.54050 0.271 0.144 -0.019
H 1.83152 -4.64333 2.13334 -0.320 0.315 0.254
H 1.33130 -0.17111 3.73495 0.249 0.004 0.052
H 3.26240 1.33645 3.09748 -0.005 -0.233 0.024
H 4.72182 -1.63690 0.40652 -0.196 -0.198 0.266
H 2.78419 -3.16385 0.98205 0.092 0.455 0.407
H -4.77777 -3.74702 0.63425 -0.178 0.605 -0.581
H -5.72495 -5.04326 -1.33477 0.414 -0.057 0.294
H -4.12059 -6.21796 -2.81968 0.134 0.042 0.325
H -1.61178 -5.88608 -2.42186 -0.322 0.184 -0.551
```
Positions in Å, forces in eV/Å.

Let us look at the Mulliken charges, expressed in e, one per atom: -0.745, -0.238, 0.224, 0.740, -0.719, -1.198, 1.532, -0.760, -0.797, -0.888, -0.436, 1.350, 0.178, -0.581, -0.737, -0.370, -0.749, -0.616, -0.698, -0.528, -0.863, -0.327, -0.524, -0.835, -0.393, 0.327, 0.304, 0.231, 0.294, 0.414, 0.442, -0.040, 0.403, 0.367, 0.348, 0.400, 0.339, 0.301, 0.331, 0.313, 0.403, 0.386, 0.317, 0.582, 0.606, 0.481, 0.316, 0.407, 0.343, 0.348, -1.156, 0.665, -0.819, -0.658, 0.253, 0.780, 2.055, -0.967, -0.740, 0.281, 0.732, -0.296, -0.253, -0.292, -0.934, -0.653, -0.600, 0.729, 0.483, -0.940, -0.460, -0.384, -0.868, -0.300, -0.294, 0.341, 0.373, 0.250, 0.386, 0.394, 0.316, 0.463, 0.384, 0.160, 0.420, 0.375, 0.374, 0.413

=====

Record 2
This record from the Open Molecules 2025 dataset describes H12HfO7 as an isolated structure at a distorted geometry. The level of theory is ωB97M-V with the def2-TZVPD basis set.

## Properties
Multiplicity: 1
Orbital gap: 12.0 eV
LUMO level: -0.252 hartree
Charge: +2
Energy: -581.4992 a.u.
Energy above the lowest of the compared OMol25 structures with the same formula, charge and spin: 0.0 kcal per mole

Structure (XYZ):
```
20
Properties=species:S:1:pos:R:3:forces:R:3
Hf -0.06735 0.02525 0.03865 -0.236 1.315 -1.023
O 1.31265 -1.05075 0.82565 1.131 -1.374 -0.057
H 1.99065 -1.75275 0.89565 -0.586 0.781 0.263
O -1.40735 1.10025 -0.88935 -0.775 1.306 -0.136
H -1.97835 1.83825 -1.24235 0.985 -1.454 0.521
O 1.56765 1.09225 -1.13035 1.352 -0.165 1.901
H 2.51765 0.90125 -1.03835 -0.066 0.202 0.851
H 1.52065 1.05825 -2.04835 -0.904 0.357 -2.979
O -1.37035 -1.80275 0.00765 -0.585 -0.289 0.007
H -2.29735 -1.93975 -0.24635 0.173 0.087 0.088
H -0.96335 -2.66575 0.13165 0.000 -0.270 0.072
O 0.14865 -0.93875 -1.85535 0.235 -0.919 -2.315
H -0.48835 -1.00875 -2.60835 0.543 0.104 0.788
H 0.99165 -1.33875 -2.12835 -0.324 -0.100 -0.078
O 0.75465 1.74525 1.25865 -0.192 1.533 1.597
H 0.14265 2.44225 1.62665 0.733 -0.811 -0.746
H 1.54065 1.80925 1.84865 -0.390 -0.287 -0.682
O -1.17635 0.08625 1.80965 -1.162 0.319 2.531
H -2.04435 0.41825 2.09765 -0.075 -0.094 -0.536
H -0.69435 -0.01875 2.64665 0.143 -0.241 -0.066
```
Positions in Å, forces in eV/Å.

Let us look at the natural (NBO) charges, expressed in e, one per atom: 2.364, -1.098, 0.536, -1.107, 0.544, -0.898, 0.528, 0.512, -0.937, 0.545, 0.537, -0.939, 0.560, 0.538, -0.944, 0.539, 0.546, -0.925, 0.556, 0.544